No. 1
A cluster of 2 separate species, C7H15N4 in total in a non-equilibrium geometry, computed with ωB97M-V/def2-TZVPD.

```
26
Properties=species:S:1:pos:R:3:forces:R:3
C -0.77415 -2.50808 -1.45971 0.068 0.178 -0.019
C -1.07805 -0.68007 -0.36592 -0.080 -0.404 -0.200
C 1.50355 0.34482 1.75634 0.077 0.124 -0.019
C -0.24602 2.54459 0.25858 0.000 -0.049 -0.226
C -2.46098 -2.63900 0.37140 -0.752 -0.413 0.407
C 1.93185 1.55565 0.92446 -0.051 -0.157 0.135
C 0.89633 1.96813 -0.08469 0.118 0.542 0.382
N 0.01528 -1.62514 -1.98731 0.445 -0.712 -0.811
N -0.17909 -0.49784 -1.31409 -0.430 0.456 0.664
N -1.48287 -1.96051 -0.43230 0.596 0.531 -0.388
N 1.17241 1.64935 -1.45032 0.267 0.243 -0.176
H -0.85773 -3.52556 -1.78352 -0.062 -0.222 -0.004
H 2.26054 0.13427 2.50442 0.073 -0.110 0.102
H 1.38380 -0.53956 1.13673 -0.011 -0.160 -0.048
H 0.56746 0.54355 2.27663 -0.044 0.006 0.007
H -0.98403 2.84469 -0.46488 -0.151 0.082 -0.237
H -1.42293 0.05655 0.32973 -0.061 0.112 0.152
H -0.46553 2.76320 1.28582 0.013 0.041 0.304
H -2.10699 -3.64317 0.60274 0.015 0.118 0.046
H -2.62845 -2.09187 1.29601 0.050 -0.027 -0.027
H -3.40349 -2.71931 -0.17263 0.068 0.043 0.060
H 2.87583 1.33043 0.42719 0.075 0.080 0.001
H 2.10586 2.39060 1.60493 0.071 0.026 -0.130
H 0.47814 0.44125 -1.51533 -0.346 -0.465 0.063
H 2.16478 1.56452 -1.64696 -0.089 0.125 -0.036
H 0.73449 2.29849 -2.09732 0.141 0.012 -0.002
```
Positions in Å, forces in eV/Å.

Computed properties:
orbital gap: 0.38386 Ha
charge: +1
E_LUMO: -2.501 eV
energy relative to the best compared isomer or geometry (same formula, charge and spin): 0.308 eV
HOMO energy: -12.95 eV


No. 2
A cluster of 2 separate species, C7H15N4O in total in a non-equilibrium geometry, computed with ωB97M-V/def2-TZVPD.

```
27
Properties=species:S:1:pos:R:3:forces:R:3
C 1.98241 2.64316 -0.51725 -0.913 -0.085 -0.965
C 0.91012 1.96189 -1.04789 2.303 0.505 2.401
C 2.41862 2.31195 0.84207 0.050 1.229 -2.580
C 0.90177 0.68036 0.91964 -1.068 -1.128 1.964
C -3.16365 -0.74995 0.15873 -2.645 0.022 -1.718
C -0.32860 -2.85721 -1.16331 -2.683 1.488 -1.042
C -1.86014 -2.44198 -1.00442 1.762 2.380 -1.724
N 0.44352 0.93056 -0.28978 -3.420 -1.790 -2.433
N 1.79900 1.38727 1.53866 0.805 -0.176 0.546
N 3.41169 2.95389 1.42403 -0.730 -1.078 1.715
N 0.28129 -0.32902 1.59431 0.749 0.563 -0.584
O -1.87791 -1.18593 -0.23704 0.138 -0.442 -0.076
H 2.35114 3.43814 -1.18750 0.257 -0.327 1.049
H 0.50568 2.26933 -1.97220 -0.704 -0.321 -0.829
H -3.12722 0.31218 0.26363 0.139 0.958 -0.489
H -3.59519 -0.99693 1.12736 0.715 -1.211 0.282
H -4.03366 -1.01387 -0.62306 2.146 0.532 1.402
H -0.28705 -3.68994 -1.79716 -0.014 -1.154 -1.274
H 0.26988 -2.08044 -1.58959 0.296 0.609 -0.383
H -2.46266 -2.19133 -2.02723 1.506 -1.184 2.460
H -2.24062 -3.15115 -0.34447 -1.525 -1.470 0.455
H -0.38435 0.24369 -0.55807 1.867 1.904 0.049
H 0.12814 -3.19761 -0.29546 0.439 -0.281 2.079
H 4.03968 3.62478 1.10619 0.620 1.192 -1.255
H 3.47024 2.75243 2.40257 0.350 -0.148 0.446
H -0.45783 -0.78738 1.06885 0.096 -0.571 0.369
H 0.90568 -0.83690 2.20839 -0.536 -0.016 0.136
```
Positions in Å, forces in eV/Å.

Computed properties:
orbital gap: 0.37291 Ha
charge: +1
E_LUMO: -3.140 eV
energy relative to the best compared isomer or geometry (same formula, charge and spin): 0.000 eV
HOMO energy: -13.29 eV


No. 3
A cluster of 2 separate species, C7H15NO in total in a non-equilibrium geometry, computed with ωB97M-V/def2-TZVPD.

```
24
Properties=species:S:1:pos:R:3:forces:R:3
C 0.60733 -1.42192 -0.66786 -1.464 -0.164 0.267
C 1.80192 1.65303 1.16833 -0.508 0.428 0.050
C 1.11153 -0.96658 -1.99808 0.112 0.505 0.018
C -0.66873 -1.74701 1.41059 -0.057 0.145 -0.026
C -1.27452 0.99796 -1.28128 1.052 0.866 -0.265
C -0.42073 -0.99066 0.12233 1.765 -0.992 -0.040
C -0.92320 0.37343 0.05369 -0.400 0.772 0.500
N -1.77452 0.80273 1.05011 0.609 -0.317 -0.567
O 0.95803 0.98221 0.29819 -0.411 -0.345 -0.951
H 1.11693 -2.31271 -0.30859 -0.220 -0.127 -0.032
H -2.12222 1.74610 0.96297 -0.221 -0.411 0.160
H -2.20030 0.15518 1.69513 0.387 0.333 0.135
H 2.33997 0.99766 1.87544 -0.400 -0.072 0.210
H 2.62452 2.13223 0.60380 -0.304 0.143 -0.048
H 1.26060 2.44910 1.71364 0.337 -0.086 0.196
H 1.00161 0.10019 -2.16498 -0.089 0.004 0.086
H 0.59857 -1.49232 -2.81176 0.102 -0.094 0.097
H 2.18081 -1.17244 -2.07059 -0.073 -0.127 -0.058
H -1.73681 -1.93656 1.55731 0.014 -0.051 0.098
H -0.16438 -2.71462 1.41144 -0.077 0.104 -0.134
H -0.29118 -1.18651 2.27313 -0.096 0.036 -0.049
H -2.09290 1.71893 -1.19709 -0.016 -0.307 0.121
H -1.51064 0.26175 -2.04866 -0.104 -0.133 0.247
H -0.42170 1.57084 -1.64720 0.061 -0.111 -0.016
```
Positions in Å, forces in eV/Å.

Computed properties:
orbital gap: 0.31039 Ha
charge: 0
E_LUMO: 0.873 eV
energy relative to the best compared isomer or geometry (same formula, charge and spin): 3.966 eV
HOMO energy: -7.57 eV


No. 4
A structure of composition C7H15NO in a non-equilibrium geometry, computed with ωB97M-V/def2-TZVPD.

```
24
Properties=species:S:1:pos:R:3:forces:R:3
C -0.41103 1.25115 -1.99581 -0.379 -0.230 -0.026
C 0.90570 -1.59674 0.28140 0.072 0.001 -0.041
C -1.39635 -1.15264 -0.54730 -0.014 0.276 -0.004
C 0.48719 0.53085 -1.05211 -0.026 1.759 2.343
C -0.08979 -0.49177 -0.08310 -0.184 -0.237 0.672
O 1.76490 0.39334 -1.52454 0.001 -0.013 0.031
H 2.32695 -0.03894 -0.86619 -0.223 -0.001 -0.177
H 0.14153 2.02485 -2.53211 -0.139 0.069 0.276
H -1.24631 1.65181 -1.39200 0.286 0.038 -0.481
H -0.82006 0.56897 -2.74886 -0.049 -0.021 0.069
H 1.09101 -2.25153 -0.57626 -0.133 -0.001 0.102
H 0.50963 -2.19518 1.10440 0.010 -0.007 -0.088
H 1.88395 -1.23416 0.60933 -0.092 0.076 0.084
H -2.18528 -0.43621 -0.77857 0.176 0.137 -0.013
H -1.23042 -1.73010 -1.46086 0.045 -0.149 0.192
H -1.80478 -1.79053 0.24051 0.183 -0.180 -0.128
C 0.75358 0.74040 2.17087 0.241 0.641 -0.761
C -0.29577 0.61088 1.06162 -2.721 -1.866 0.971
N -1.52381 1.01394 1.40335 1.995 -0.296 0.265
H -2.23259 0.30803 1.21458 0.054 0.327 -0.932
H 0.38650 1.44946 0.11048 0.902 -0.165 -2.233
H 1.77484 0.64305 1.80320 0.097 -0.056 0.043
H 0.55896 -0.00228 2.94836 -0.046 0.002 -0.223
H 0.65145 1.73336 2.60962 -0.056 -0.105 0.058
```
Positions in Å, forces in eV/Å.

Computed properties:
orbital gap: 0.31519 Ha
charge: 0
E_LUMO: 0.582 eV
energy relative to the best compared isomer or geometry (same formula, charge and spin): 4.039 eV
HOMO energy: -8.00 eV


No. 5
The molecule C7H15NO in a non-equilibrium geometry, computed with ωB97M-V/def2-TZVPD.

```
24
Properties=species:S:1:pos:R:3:forces:R:3
C 0.19772 0.76045 2.15005 -0.243 0.040 -0.187
C -0.38664 0.10689 0.90998 1.689 -2.129 0.208
C -1.49086 -0.87484 1.25404 0.004 0.302 -0.043
C -0.70735 1.05188 -0.21863 2.091 -1.198 -1.641
C 0.55335 0.21850 -1.12669 -2.840 1.747 0.410
C -0.06662 -0.43969 -2.33612 0.387 -0.207 0.135
N 1.63843 1.04172 -1.48867 1.033 0.162 -0.379
C 0.83536 -0.69003 0.05592 -1.578 1.260 1.452
O 0.66721 -2.05562 -0.22154 -0.101 0.021 -0.057
H -0.57197 1.35364 2.64547 -0.008 0.064 0.159
H 0.57847 0.01278 2.84570 -0.010 -0.021 0.087
H 1.01583 1.43242 1.89046 0.074 0.045 -0.012
H -1.15498 -1.60152 1.99572 -0.052 -0.048 0.073
H -2.34320 -0.32936 1.66004 -0.116 -0.044 0.110
H -1.82316 -1.41297 0.36815 -0.039 -0.050 -0.036
H -1.69927 0.95783 -0.65094 -0.079 -0.032 -0.047
H -0.45475 2.09395 -0.03559 0.019 0.057 -0.023
H -0.88418 -1.08611 -2.03617 -0.128 -0.053 -0.050
H 0.69170 -1.04745 -2.82930 -0.046 -0.075 -0.142
H -0.43379 0.31370 -3.03053 -0.033 0.067 -0.041
H 1.39824 1.71223 -2.20852 0.039 -0.002 0.144
H 2.07362 1.50720 -0.70239 -0.100 0.054 -0.105
H 1.82079 -0.50111 0.49937 -0.028 0.040 0.002
H 0.54605 -2.52449 0.61021 0.062 -0.001 -0.016
```
Positions in Å, forces in eV/Å.

Computed properties:
orbital gap: 0.33073 Ha
SMILES: CC1(C)C[C@@](C)(N)[C@@H]1O
charge: 0
E_LUMO: 0.784 eV
energy relative to the best compared isomer or geometry (same formula, charge and spin): 1.798 eV
HOMO energy: -8.22 eV


No. 6
A cluster of 3 separate species, C7H15NO2 in total in a non-equilibrium geometry, computed with ωB97M-V/def2-TZVPD.

```
25
Properties=species:S:1:pos:R:3:forces:R:3
C -1.69333 1.95538 -0.60675 -0.058 0.095 -0.182
C -1.25746 0.60702 -0.02271 -1.810 -0.317 0.605
C 0.07283 0.10543 -0.42024 -1.072 -0.261 -0.669
C 0.55632 0.13385 -1.71074 1.339 0.167 0.540
N 1.76105 -0.52653 -1.66979 0.674 0.409 -0.026
C 2.03517 -0.94591 -0.40145 -0.788 -0.362 0.329
C 0.90885 -0.70368 0.36648 0.321 0.151 0.962
C 0.40198 -1.24287 1.70438 -0.230 -0.510 -1.990
H -1.92091 2.64575 0.20944 -0.213 0.069 -0.160
H -0.92699 2.44484 -1.20634 0.160 -0.179 0.007
H -2.56845 1.85029 -1.25223 -0.058 0.125 0.126
H -2.02577 -0.17081 -0.21382 0.219 0.212 -0.776
H -1.49865 0.63802 1.04914 1.103 0.279 0.143
H 0.32063 0.76305 -2.54768 -0.316 -0.253 -0.168
H 2.42269 -0.64431 -2.43145 -0.255 0.330 0.070
H 3.00625 -1.27554 -0.07825 -0.054 -0.556 -0.300
H -0.37658 -0.58370 2.05532 0.554 0.619 0.986
H -0.25373 -2.08752 1.42881 0.567 -0.301 0.134
H 1.18066 -1.58705 2.37203 -0.120 0.288 0.425
H 0.24947 2.38239 1.93492 0.343 -0.129 -0.557
H 1.83198 2.27579 2.14315 -1.040 -0.040 -0.202
O 0.95883 2.33202 2.57750 0.691 0.124 0.699
H -0.28758 -2.72275 -0.99488 0.847 0.504 -0.188
H -1.74281 -2.55979 -1.43005 0.481 -0.202 0.276
O -1.15446 -3.08336 -0.85478 -1.285 -0.265 -0.084
```
Positions in Å, forces in eV/Å.

Computed properties:
orbital gap (alpha / beta): 0.09760 / 0.29900 Ha
charge: -1
E_LUMO (alpha / beta): 3.569 / 3.414 eV
spin multiplicity: 2
expectation value of S²: 0.750
HOMO energy (alpha / beta): 0.91 / -4.72 eV


Question: Look up the charge of the sixth one.
Answer: -1


Repeat the second record exactly.
A cluster of 2 separate species, C7H15N4O in total in a non-equilibrium geometry, computed with ωB97M-V/def2-TZVPD.

```
27
Properties=species:S:1:pos:R:3:forces:R:3
C 1.98241 2.64316 -0.51725 -0.913 -0.085 -0.965
C 0.91012 1.96189 -1.04789 2.303 0.505 2.401
C 2.41862 2.31195 0.84207 0.050 1.229 -2.580
C 0.90177 0.68036 0.91964 -1.068 -1.128 1.964
C -3.16365 -0.74995 0.15873 -2.645 0.022 -1.718
C -0.32860 -2.85721 -1.16331 -2.683 1.488 -1.042
C -1.86014 -2.44198 -1.00442 1.762 2.380 -1.724
N 0.44352 0.93056 -0.28978 -3.420 -1.790 -2.433
N 1.79900 1.38727 1.53866 0.805 -0.176 0.546
N 3.41169 2.95389 1.42403 -0.730 -1.078 1.715
N 0.28129 -0.32902 1.59431 0.749 0.563 -0.584
O -1.87791 -1.18593 -0.23704 0.138 -0.442 -0.076
H 2.35114 3.43814 -1.18750 0.257 -0.327 1.049
H 0.50568 2.26933 -1.97220 -0.704 -0.321 -0.829
H -3.12722 0.31218 0.26363 0.139 0.958 -0.489
H -3.59519 -0.99693 1.12736 0.715 -1.211 0.282
H -4.03366 -1.01387 -0.62306 2.146 0.532 1.402
H -0.28705 -3.68994 -1.79716 -0.014 -1.154 -1.274
H 0.26988 -2.08044 -1.58959 0.296 0.609 -0.383
H -2.46266 -2.19133 -2.02723 1.506 -1.184 2.460
H -2.24062 -3.15115 -0.34447 -1.525 -1.470 0.455
H -0.38435 0.24369 -0.55807 1.867 1.904 0.049
H 0.12814 -3.19761 -0.29546 0.439 -0.281 2.079
H 4.03968 3.62478 1.10619 0.620 1.192 -1.255
H 3.47024 2.75243 2.40257 0.350 -0.148 0.446
H -0.45783 -0.78738 1.06885 0.096 -0.571 0.369
H 0.90568 -0.83690 2.20839 -0.536 -0.016 0.136
```
Positions in Å, forces in eV/Å.

Computed properties:
orbital gap: 0.37291 Ha
charge: +1
E_LUMO: -3.140 eV
energy relative to the best compared isomer or geometry (same formula, charge and spin): 0.000 eV
HOMO energy: -13.29 eV